# C8H13NPRu

A structure of composition C8H13NPRu in a non-equilibrium geometry (ωB97M-V/def2-TZVPD, the OMol25 dataset).

## Properties
Gap between HOMO and LUMO (spin up / spin down) (eV): 7.0 / 7.2
2S+1: 5
LUMO level (spin up / spin down) (eV): -3.340 / -5.443
ΔE to the lowest compared entry with this formula, charge and spin (eV): 0.302
Energy (hartree): -803.1210
Charge: +1

Atoms and positions in Å:
C  1.224  0.929  -1.094
C  1.338  2.265  -0.728
C  0.220  3.034  -0.311
C  -1.023  2.415  -0.107
C  -1.222  1.051  -0.366
Ru  0.261  0.283  0.434
P  1.625  -1.574  0.325
H  1.975  0.353  -1.659
H  2.321  2.757  -0.795
H  0.340  4.117  -0.198
H  -2.240  0.659  -0.406
H  -1.885  3.018  0.230
H  1.732  -2.455  1.455
H  2.999  -1.554  -0.064
H  1.158  -2.563  -0.591
C  -2.635  -4.230  0.730
C  -2.747  -2.834  1.368
C  -1.711  -1.930  0.911
N  -0.846  -1.146  0.906
H  -2.943  -4.222  -0.321
H  -3.270  -4.951  1.249
H  -1.608  -4.612  0.773
H  -3.723  -2.367  1.155
H  -2.678  -2.877  2.467

Atom charges from the natural (NBO) analysis, given in e for atoms 1 to 2:
1. C -0.34
2. C -0.26

# C8H13NS2

A cluster of 2 separate species, C8H13NS2 in total in a non-equilibrium geometry (ωB97M-V/def2-TZVPD, the OMol25 dataset).

## Properties
Gap between HOMO and LUMO (eV): 7.4
2S+1: 1
LUMO level (eV): 0.054
ΔE to the lowest compared entry with this formula, charge and spin (eV): 2.185
Energy (hartree): -1163.6203

Atoms and positions in Å:
C  -1.481  -0.147  1.436
C  -1.541  0.838  0.500
C  -0.912  -1.275  0.838
C  -1.082  0.332  -0.701
C  -0.730  -2.701  1.388
C  -0.978  1.123  -2.011
C  1.431  2.237  0.297
C  2.141  0.030  -0.678
N  -0.735  -0.971  -0.482
S  2.720  -1.517  -1.013
S  2.441  0.739  0.819
H  -1.859  -0.057  2.481
H  -1.935  1.760  0.538
H  -1.618  -3.165  1.146
H  0.057  -3.114  0.716
H  -0.583  -2.543  2.382
H  -1.197  0.337  -2.740
H  -1.668  1.856  -2.097
H  0.100  1.574  -2.165
H  1.698  2.472  -0.701
H  1.788  3.086  0.929
H  0.338  2.077  0.581
H  -0.164  -1.308  -1.235
H  3.769  -1.663  -0.229

Atom charges from the natural (NBO) analysis, given in e for atoms 1 to 2:
1. C -0.31
2. C -0.33

# C8H13NSi

An isolated molecule of C8H13NSi in a non-equilibrium geometry (ωB97M-V/def2-TZVPD, the OMol25 dataset).

## Properties
Gap between HOMO and LUMO (eV): 9.9
2S+1: 1
LUMO level (eV): 0.825
ΔE to the lowest compared entry with this formula, charge and spin (eV): 1.372
Energy (hartree): -656.8509
SMILES: CN[Si@@H](C)c1ccccc1

Atoms and positions in Å:
C  -3.319  -0.164  -0.190
C  -2.790  -0.189  -1.427
C  -2.580  -0.207  0.936
C  -1.374  -0.164  -1.503
C  -1.178  -0.320  0.832
C  -0.507  -0.266  -0.366
C  1.919  2.014  1.290
C  2.111  -1.857  -0.472
N  1.991  0.642  0.786
Si  1.351  0.042  -0.694
H  -4.422  -0.094  -0.023
H  -3.451  -0.345  -2.316
H  -3.095  -0.129  1.879
H  -0.890  0.015  -2.431
H  -0.691  -0.566  1.830
H  0.910  2.358  1.318
H  2.151  2.070  2.404
H  2.490  2.778  0.749
H  2.532  -2.011  -1.407
H  2.987  -1.916  0.274
H  1.298  -2.514  -0.312
H  2.971  0.345  0.999
H  1.587  0.478  -2.157

Atom charges from the natural (NBO) analysis, given in e for atoms 1 to 2:
1. C -0.20
2. C -0.23

# C8H13NSn

A structure of composition C8H13NSn in a non-equilibrium geometry (ωB97M-V/def2-TZVPD, the OMol25 dataset).

## Properties
Gap between HOMO and LUMO (spin up / spin down) (eV): 3.4 / 3.4
2S+1: 1
LUMO level (spin up / spin down) (eV): 6.533 / 6.533
ΔE to the lowest compared entry with this formula, charge and spin (eV): 1.080
Energy (hartree): -581.3745
Charge: -2

Atoms and positions in Å:
C  2.272  -0.647  -1.130
C  1.466  -0.454  -2.263
C  0.431  -1.409  -2.215
C  0.587  -2.217  -1.052
C  1.730  -1.719  -0.360
Sn  -0.336  -0.313  0.280
N  0.379  1.475  1.488
C  -0.150  2.734  0.798
C  -0.564  2.020  -0.472
H  -0.292  -1.608  -3.012
H  1.652  0.229  -3.062
H  0.048  -3.119  -0.823
H  2.174  -2.178  0.496
H  3.169  -0.145  -0.912
H  0.184  2.042  -1.262
H  0.508  3.610  0.637
H  1.358  1.347  1.857
H  -1.598  1.774  -0.761
H  -1.029  3.102  1.407
C  -2.174  -1.150  0.924
H  -2.912  -1.304  0.162
H  -2.444  -0.354  1.567
H  -2.013  -2.064  1.471

Atom charges from the natural (NBO) analysis, given in e for atoms 1 to 2:
1. C -0.33
2. C -0.33

# C8H13PS

An isolated molecule of C8H13PS in a non-equilibrium geometry (ωB97M-V/def2-TZVPD, the OMol25 dataset).

## Properties
Gap between HOMO and LUMO (eV): 8.1
2S+1: 1
LUMO level (eV): -0.304
ΔE to the lowest compared entry with this formula, charge and spin (eV): 0.264
Energy (hartree): -1052.1064
SMILES: CC(C)(C)P1(=S)C=CC=C1

Atoms and positions in Å:
C  1.764  1.952  -0.571
C  1.851  1.762  0.902
C  1.506  0.781  -1.255
C  1.576  0.497  1.310
C  -1.278  -1.697  -1.089
C  -1.166  -0.942  1.344
C  -1.415  0.673  -0.374
C  -0.832  -0.632  -0.097
P  1.118  -0.549  -0.057
S  2.053  -2.245  -0.265
H  1.977  2.950  -1.008
H  2.221  2.501  1.506
H  1.302  0.567  -2.278
H  1.736  0.344  2.380
H  -0.772  -1.430  -2.017
H  -0.856  -2.751  -0.821
H  -2.302  -1.814  -1.073
H  -1.040  -0.166  2.107
H  -0.774  -1.962  1.661
H  -2.203  -1.025  1.301
H  -1.157  1.282  0.503
H  -0.842  1.186  -1.268
H  -2.466  0.719  -0.842

Atom charges from the natural (NBO) analysis, given in e for atoms 1 to 2:
1. C -0.20
2. C -0.17